A molecular structure, C18H19BrCdN4OSSe, computed with ωB97M-V/def2-TZVPD.

Structure (ORCA input):
```
! RIJCOSX wB97M-V def2-TZVPD def2/J DEFGRID3
* xyz 0 1
Cd 0.27 -0.45 0.27
C 4.90 3.19 1.10
C 4.78 1.77 1.66
N 3.61 1.57 2.52
C 3.78 1.81 3.96
C 3.25 3.16 4.43
C 2.40 1.21 2.03
S 2.29 1.01 0.29
N 1.47 1.03 2.97
C 0.15 0.89 2.84
O -0.55 0.96 1.80
C -0.59 0.67 4.13
C -1.91 0.24 4.07
C -2.62 0.01 5.24
C -2.02 0.23 6.47
C -0.70 0.67 6.53
C 0.01 0.89 5.36
H 5.78 3.26 0.47
H 4.98 3.92 1.90
H 4.02 3.43 0.50
H 5.65 1.54 2.28
H 4.75 1.05 0.86
H 4.85 1.74 4.16
H 3.28 1.01 4.50
H 3.77 3.98 3.93
H 3.40 3.27 5.50
H 2.19 3.25 4.22
H -2.36 0.08 3.11
H -3.64 -0.35 5.19
H -2.57 0.05 7.39
H -0.23 0.84 7.49
H 1.04 1.22 5.40
Br -2.84 3.96 -4.02
C -2.03 2.62 -2.98
C -2.80 1.80 -2.19
C -2.16 0.83 -1.44
N -0.83 0.67 -1.45
C -0.10 1.47 -2.23
C -0.66 2.46 -3.02
H -3.88 1.90 -2.14
H -2.73 0.17 -0.80
H 0.97 1.32 -2.22
H -0.03 3.09 -3.63
Se 0.56 -2.59 1.64
C 0.46 -3.71 0.19
N 0.40 -4.42 -0.73
*
```

HOMO level = -8.34 eV
Kohn-Sham gap = 7.974 eV
Energy relative to the best compared isomer or geometry (same formula, charge and spin) = 6.7 kcal/mol
F_max = 0.45 eV/Å